1.
{
  "formula": "C24H72N2O12",
  "method": "ωB97M-V/def2-TZVPD",
  "orbital_gap_ev": 8.7,
  "smiles": "NC(N)=O.CC(C)O.CC(C)O.CC(C)O.CC(C)O.CC(C)O.CC(C)O.CO.CO.CO.CO.CO",
  "relative_energy_kj_mol": 566.9,
  "elements": ["C", "O", "H", "H", "H", "H", "C", "O", "H", "H", "H", "H", "C", "O", "H", "H", "H", "H", "C", "O", "H", "H", "H", "H", "C", "O", "H", "H", "H", "H", "C", "O", "N", "N", "H", "H", "H", "H", "C", "C", "C", "O", "H", "H", "H", "H", "H", "H", "H", "H", "C", "C", "C", "O", "H", "H", "H", "H", "H", "H", "H", "H", "C", "C", "C", "O", "H", "H", "H", "H", "H", "H", "H", "H", "C", "C", "C", "O", "H", "H", "H", "H", "H", "H", "H", "H", "C", "C", "C", "O", "H", "H", "H", "H", "H", "H", "H", "H", "C", "C", "C", "O", "H", "H", "H", "H", "H", "H", "H", "H"],
  "coordinates": [[3.706, -3.443, 1.540], [3.643, -2.639, 0.393], [4.302, -3.014, 2.291], [3.903, -4.524, 1.331], [2.709, -3.405, 1.937], [3.498, -1.747, 0.677], [-0.029, 4.062, -1.227], [1.279, 3.530, -1.085], [-0.428, 4.500, -0.311], [-0.791, 3.330, -1.563], [0.073, 4.866, -1.921], [1.183, 2.925, -0.335], [3.847, 0.510, -0.835], [3.579, 0.206, 0.538], [3.662, -0.324, -1.483], [4.866, 0.806, -0.995], [3.169, 1.295, -1.230], [3.303, 1.022, 1.002], [3.969, 2.760, 3.184], [2.952, 2.511, 2.233], [4.252, 1.901, 3.726], [3.613, 3.568, 3.853], [4.770, 3.200, 2.637], [2.091, 2.442, 2.641], [0.286, 0.448, 0.299], [0.546, 1.785, 0.759], [-0.340, 0.353, -0.522], [-0.275, -0.095, 1.049], [1.181, -0.181, 0.318], [-0.023, 1.927, 1.515], [-0.264, 2.479, 3.461], [0.858, 2.457, 4.264], [-0.909, 1.426, 3.061], [-0.550, 3.549, 2.816], [-0.527, 0.510, 3.339], [-1.835, 1.441, 2.540], [-0.068, 4.306, 3.205], [-1.330, 3.706, 2.239], [-0.599, -4.527, -1.823], [0.772, -3.903, -1.405], [0.922, -2.463, -1.754], [1.108, -4.051, -0.191], [-0.472, -5.343, -2.484], [-1.115, -3.758, -2.442], [-1.262, -4.796, -0.970], [1.487, -4.542, -1.963], [1.990, -2.182, -1.612], [0.328, -1.812, -1.090], [0.627, -2.367, -2.757], [1.939, -3.564, -0.024], [-2.592, -1.986, -0.083], [-1.935, -2.282, 1.250], [-2.379, -3.683, 1.644], [-0.695, -2.436, 1.269], [-2.469, -0.931, -0.399], [-3.659, -2.116, -0.006], [-2.327, -2.738, -0.823], [-2.126, -1.550, 2.087], [-3.430, -3.821, 1.867], [-1.996, -3.933, 2.625], [-2.060, -4.502, 0.970], [-0.556, -2.919, 0.503], [-2.041, -1.091, -3.400], [-3.018, 0.015, -3.797], [-2.239, 1.332, -3.909], [-3.584, -0.240, -4.876], [-2.539, -2.021, -3.283], [-1.488, -0.799, -2.508], [-1.234, -1.255, -4.158], [-3.852, 0.107, -3.093], [-1.381, 1.323, -4.574], [-1.886, 1.724, -2.980], [-2.891, 2.132, -4.301], [-4.529, -0.209, -4.759], [2.379, -0.812, 3.429], [1.093, -1.297, 4.077], [0.972, -0.740, 5.451], [0.095, -1.071, 3.378], [2.310, 0.254, 3.184], [2.503, -1.378, 2.528], [3.227, -0.937, 4.112], [1.074, -2.369, 4.106], [0.940, 0.336, 5.445], [1.868, -1.009, 6.056], [0.152, -1.150, 5.975], [-0.009, -1.783, 2.708], [1.716, 1.725, -5.421], [1.495, 2.012, -3.941], [1.322, 0.725, -3.182], [2.373, 2.658, -3.389], [1.989, 2.654, -5.885], [0.764, 1.366, -5.762], [2.560, 1.043, -5.518], [0.618, 2.583, -3.783], [2.117, 0.019, -3.283], [0.421, 0.282, -3.447], [1.141, 0.981, -2.117], [2.014, 3.123, -2.632], [-2.966, 2.132, -0.361], [-3.789, 1.805, 0.871], [-5.047, 1.099, 0.464], [-3.327, 1.061, 1.791], [-3.596, 2.450, -1.189], [-2.421, 1.282, -0.734], [-2.390, 3.011, -0.115], [-4.090, 2.741, 1.402], [-5.797, 1.181, 1.274], [-4.899, 0.064, 0.232], [-5.528, 1.675, -0.328], [-3.932, 0.980, 2.508]]
}

2.
{
  "formula": "C24H72N8O12",
  "method": "ωB97M-V/def2-TZVPD",
  "orbital_gap_ev": 9.3,
  "smiles": "NC(N)=O.NC(N)=O.NC(N)=O.NC(N)=O.CC(C)O.CC(C)O.CC(C)O.CC(C)O.CC(C)O.CC(C)O.CO.CO",
  "relative_energy_kj_mol": 0.0,
  "elements": ["C", "O", "H", "H", "H", "H", "C", "O", "H", "H", "H", "H", "C", "O", "N", "N", "H", "H", "H", "H", "C", "O", "N", "N", "H", "H", "H", "H", "C", "O", "N", "N", "H", "H", "H", "H", "C", "O", "N", "N", "H", "H", "H", "H", "C", "C", "C", "O", "H", "H", "H", "H", "H", "H", "H", "H", "C", "C", "C", "O", "H", "H", "H", "H", "H", "H", "H", "H", "C", "C", "C", "O", "H", "H", "H", "H", "H", "H", "H", "H", "C", "C", "C", "O", "H", "H", "H", "H", "H", "H", "H", "H", "C", "C", "C", "O", "H", "H", "H", "H", "H", "H", "H", "H", "C", "C", "C", "O", "H", "H", "H", "H", "H", "H", "H", "H"],
  "coordinates": [[15.428, -16.242, -7.172], [15.982, -16.988, -6.097], [15.855, -16.570, -8.119], [14.344, -16.387, -7.169], [15.634, -15.169, -7.090], [15.368, -16.948, -5.361], [13.017, -12.036, -14.003], [13.237, -11.642, -15.331], [12.023, -11.797, -13.619], [13.120, -13.114, -13.826], [13.686, -11.540, -13.296], [14.140, -11.906, -15.560], [10.425, -13.146, -7.987], [9.388, -13.586, -8.472], [10.531, -12.789, -6.664], [11.579, -13.004, -8.683], [9.745, -12.757, -6.044], [11.396, -12.439, -6.296], [11.592, -13.396, -9.618], [12.486, -12.863, -8.273], [15.456, -16.852, -14.921], [15.538, -16.007, -15.800], [14.280, -17.526, -14.666], [16.453, -17.110, -14.028], [13.600, -17.480, -15.405], [14.215, -18.239, -13.965], [16.296, -17.778, -13.298], [17.164, -16.403, -13.879], [18.780, -16.051, -11.855], [19.002, -15.818, -13.044], [18.900, -15.120, -10.883], [18.475, -17.315, -11.431], [19.268, -14.200, -11.082], [18.690, -15.381, -9.938], [18.458, -17.496, -10.445], [18.494, -18.053, -12.107], [10.837, -14.859, -11.725], [11.713, -14.034, -11.429], [11.157, -15.937, -12.486], [9.560, -14.779, -11.292], [12.044, -15.922, -12.956], [10.470, -16.626, -12.728], [8.913, -15.487, -11.577], [9.324, -13.999, -10.696], [16.739, -11.312, -17.022], [16.300, -12.737, -17.220], [17.424, -13.707, -17.540], [15.636, -13.150, -16.008], [15.891, -10.661, -16.812], [17.236, -10.965, -17.931], [17.467, -11.249, -16.213], [15.529, -12.881, -17.988], [17.131, -14.748, -17.637], [18.274, -13.564, -16.866], [17.871, -13.419, -18.502], [15.469, -14.105, -16.030], [14.011, -8.796, -8.927], [13.353, -10.111, -9.298], [12.815, -10.131, -10.710], [14.339, -11.149, -9.177], [13.223, -8.037, -9.011], [14.818, -8.454, -9.572], [14.267, -8.818, -7.868], [12.536, -10.275, -8.585], [12.184, -9.268, -10.938], [12.250, -11.044, -10.903], [13.651, -10.058, -11.409], [14.256, -11.768, -9.919], [17.357, -12.928, -8.292], [18.233, -11.710, -8.561], [17.679, -10.757, -9.605], [18.356, -10.968, -7.333], [16.388, -12.613, -7.901], [17.841, -13.652, -7.633], [17.110, -13.560, -9.189], [19.230, -12.052, -8.857], [18.473, -10.053, -9.857], [16.773, -10.281, -9.236], [17.398, -11.299, -10.487], [19.195, -10.502, -7.352], [16.312, -12.932, -12.473], [15.302, -13.889, -11.907], [15.843, -14.745, -10.772], [14.220, -13.107, -11.373], [17.187, -13.532, -12.726], [16.597, -12.196, -11.744], [16.010, -12.406, -13.376], [14.922, -14.447, -12.773], [16.658, -15.341, -11.174], [15.063, -15.387, -10.358], [16.264, -14.119, -9.941], [13.361, -13.553, -11.464], [21.394, -12.259, -14.125], [20.422, -11.776, -13.041], [18.974, -11.933, -13.423], [20.713, -12.512, -11.850], [21.330, -13.347, -14.250], [22.430, -12.076, -13.827], [21.191, -11.888, -15.130], [20.663, -10.708, -12.958], [18.808, -11.448, -14.386], [18.361, -11.382, -12.712], [18.665, -12.972, -13.461], [21.648, -12.734, -11.863], [11.031, -17.036, -8.312], [11.442, -17.889, -9.501], [12.755, -17.384, -10.079], [11.670, -19.249, -9.157], [10.097, -17.401, -7.874], [10.755, -16.042, -8.680], [11.805, -16.901, -7.558], [10.682, -17.840, -10.290], [12.789, -16.293, -10.147], [13.046, -17.792, -11.049], [13.614, -17.609, -9.437], [11.084, -19.528, -8.448]]
}